# 1
{
  "formula": "C30H32N2O4S2",
  "method": "ωB97M-V with the def2-TZVPD basis set",
  "e_lumo_ev": -2.2,
  "total_charge": 0,
  "symbols": ["C", "N", "C", "C", "C", "C", "C", "C", "C", "C", "C", "C", "N", "C", "C", "C", "C", "C", "C", "H", "H", "H", "H", "H", "H", "H", "H", "H", "H", "H", "H", "H", "H", "H", "H", "H", "H", "H", "H", "H", "C", "C", "C", "C", "S", "C", "S", "C", "C", "C", "C", "C", "C", "O", "O", "O", "O", "C", "C", "H", "H", "H", "H", "H", "H", "H", "H", "H", "H", "H"],
  "coordinates": [[-5.860, -3.364, 1.055], [-5.205, -2.720, 2.175], [-5.902, -2.847, 3.439], [-3.962, -2.128, 2.054], [-3.727, -0.806, 2.512], [-2.542, -0.155, 2.204], [-1.452, -0.848, 1.585], [-0.181, -0.247, 1.280], [1.062, -0.834, 1.613], [2.289, -0.312, 1.107], [3.492, -0.912, 1.370], [3.573, -2.087, 2.173], [4.767, -2.751, 2.224], [5.267, -3.483, 3.374], [5.644, -2.768, 1.064], [2.387, -2.528, 2.832], [1.174, -1.941, 2.527], [-1.669, -2.219, 1.250], [-2.881, -2.841, 1.459], [-5.625, -2.840, 0.123], [-5.559, -4.417, 0.949], [-6.940, -3.303, 1.236], [-5.538, -2.121, 4.171], [-6.972, -2.681, 3.267], [-5.789, -3.854, 3.874], [-4.517, -0.311, 3.083], [-2.431, 0.894, 2.486], [-0.160, 0.682, 0.730], [2.290, 0.566, 0.461], [4.406, -0.484, 0.941], [4.974, -3.018, 4.321], [4.945, -4.534, 3.393], [6.361, -3.473, 3.308], [5.349, -2.002, 0.342], [6.670, -2.584, 1.409], [5.588, -3.737, 0.542], [2.444, -3.369, 3.531], [0.266, -2.327, 2.978], [-0.845, -2.767, 0.791], [-2.999, -3.906, 1.237], [-1.727, 5.734, 0.622], [-1.768, 4.443, 1.158], [-1.478, 3.339, 0.348], [-1.124, 3.530, -0.990], [-0.734, 2.137, -2.054], [0.813, 1.693, -1.565], [2.086, 1.010, -2.504], [1.836, 1.473, -4.221], [0.886, 0.799, -4.992], [0.715, 1.138, -6.335], [1.476, 2.164, -6.904], [2.422, 2.837, -6.127], [2.613, 2.486, -4.788], [3.303, 1.668, -2.065], [1.974, -0.434, -2.423], [-1.659, 1.071, -1.722], [-0.747, 2.729, -3.378], [-1.056, 4.823, -1.519], [-1.369, 5.922, -0.716], [-2.008, 6.595, 1.230], [-2.058, 4.288, 2.198], [-1.535, 2.328, 0.742], [1.106, 2.010, -0.560], [0.284, 0.016, -4.537], [-0.016, 0.606, -6.945], [1.339, 2.437, -7.953], [3.017, 3.636, -6.573], [3.347, 3.008, -4.180], [-0.773, 4.970, -2.558], [-1.352, 6.921, -1.155]],
  "atomic_forces_ev_per_a": [[0.5, -0.2, -0.1], [-0.5, 0.2, 0.3], [0.0, 0.1, 0.0], [1.0, -0.1, 0.0], [0.0, -0.4, -0.2], [0.6, -0.2, -0.2], [-1.3, -0.7, 0.2], [1.1, -0.8, 0.5], [-0.7, 0.0, 0.1], [0.5, 0.2, -0.3], [-0.3, 0.2, -0.3], [0.4, 0.0, -0.4], [-0.5, 0.5, 0.1], [-0.2, -0.4, 0.1], [0.2, 0.3, -0.2], [-0.3, 0.2, 0.2], [0.4, -0.2, 0.0], [0.6, 0.6, 0.2], [-0.7, 0.3, 0.2], [0.0, -0.1, 0.1], [-0.3, 0.0, -0.1], [0.2, -0.1, -0.2], [0.0, -0.1, -0.1], [0.1, 0.1, 0.2], [0.0, 0.2, -0.1], [0.3, 0.0, -0.4], [0.0, -0.3, -0.1], [0.0, 0.3, 0.0], [-0.1, -0.2, 0.2], [-0.6, -0.2, 0.2], [0.0, 0.0, -0.2], [0.0, 0.1, -0.1], [-0.3, 0.0, 0.1], [0.2, -0.3, 0.2], [-0.2, 0.0, -0.4], [0.1, 0.2, 0.3], [-0.1, 0.3, -0.3], [0.2, 0.0, 0.1], [-0.3, 0.1, 0.1], [-0.1, 0.5, -0.1], [-0.1, -0.1, -0.1], [0.0, -0.1, -0.2], [0.1, 0.4, -0.1], [0.0, 0.3, 0.5], [0.8, 0.2, 0.3], [0.6, 0.5, 0.1], [-1.6, 1.0, 0.5], [0.0, 0.0, -0.4], [0.1, 0.0, -0.1], [0.1, 0.1, 0.1], [0.0, -0.1, 0.2], [-0.1, -0.1, 0.0], [-0.2, 0.0, 0.0], [0.5, -0.6, 0.1], [0.7, -0.2, -0.4], [-0.8, 0.2, -0.1], [-0.4, -0.6, -0.3], [-0.1, 0.0, 0.2], [-0.1, -0.3, 0.0], [0.1, -0.3, -0.1], [0.1, 0.1, -0.3], [-0.1, 0.2, -0.1], [0.0, 0.1, -0.6], [0.1, 0.1, -0.1], [0.2, 0.1, 0.2], [0.0, -0.1, 0.3], [-0.1, -0.2, 0.2], [-0.1, -0.2, -0.1], [-0.1, -0.2, 0.2], [0.0, -0.3, 0.2]],
  "mulliken_charge": [-1.0196, 0.1403, -0.9900, 0.3122, -0.4076, -0.6860, 0.4124, 0.0066, 0.4676, -0.2214, -1.0744, 0.8159, 0.1041, -1.0399, -0.9791, -0.7151, -0.5614, -0.4785, -0.5099, 0.3338, 0.3063, 0.3432, 0.3386, 0.3050, 0.2989, 0.4293, 0.4434, -0.1367, 0.0679, 0.4668, 0.3695, 0.3343, 0.3242, 0.3600, 0.3393, 0.3110, 0.4253, 0.5172, 0.6140, 0.3312, -0.4407, -0.6030, 0.3975, -0.1498, 1.3439, -1.0777, 1.6081, 0.0112, -0.1462, -0.7050, -0.3484, -0.5947, -0.3933, -0.7899, -0.6866, -0.6819, -0.6615, -0.3870, -0.5877, 0.3625, 0.3613, -0.0283, 0.8726, 0.3346, 0.3517, 0.3623, 0.3638, 0.4044, 0.4498, 0.3593]
}

# 2
{
  "formula": "C13H14ClN3O3",
  "method": "ωB97M-V with the def2-TZVPD basis set",
  "e_lumo_ev": -0.9,
  "total_charge": 0,
  "de_lowest_kj_mol": 1657.1,
  "symbols": ["C", "C", "H", "H", "O", "C", "C", "C", "C", "C", "C", "N", "O", "O", "H", "C", "N", "C", "N", "C", "C", "H", "H", "C", "H", "H", "Cl", "H", "H", "H", "H", "H", "H", "H"],
  "coordinates": [[-3.325, -0.467, -2.025], [-3.839, -0.996, -0.820], [-4.550, -1.691, -1.065], [-4.460, -0.219, -0.307], [-3.024, -1.813, -0.124], [-1.976, -1.160, 0.530], [-1.029, -2.134, 1.025], [0.293, -1.609, 1.148], [0.621, -0.256, 1.209], [-0.239, 0.609, 0.952], [-1.632, 0.484, 0.610], [-2.596, 1.474, 0.339], [-3.607, 1.036, 0.728], [-2.044, 2.503, 0.014], [-0.061, 1.695, 0.865], [1.995, 0.121, 1.818], [2.722, 0.751, 0.689], [3.058, 0.396, -0.497], [3.717, 1.514, -1.371], [3.504, 2.581, -0.442], [2.916, 2.245, 0.557], [2.627, 2.963, 1.651], [3.885, 3.585, -0.880], [2.901, -0.902, -0.849], [3.324, -0.866, -2.288], [2.023, -1.296, -0.951], [3.980, -2.238, -0.017], [2.063, 0.949, 2.551], [2.600, -0.761, 2.025], [1.069, -2.422, 1.621], [-1.201, -2.938, 0.747], [-4.202, -0.158, -2.897], [-2.787, -1.221, -2.583], [-2.726, 0.243, -1.962]],
  "atomic_forces_ev_per_a": [[-5.3, -4.2, -6.4], [-4.5, 0.9, 0.5], [-2.3, -1.6, -1.1], [0.9, -1.0, 0.1], [3.8, 1.5, 3.6], [0.5, 1.6, 0.1], [3.7, 17.3, 1.6], [0.2, -3.8, 3.4], [5.8, -6.4, 3.5], [-8.7, 8.8, -3.2], [3.4, -9.2, -0.2], [7.0, -2.3, 1.5], [-5.9, 2.5, 0.7], [-2.5, 2.4, -0.9], [0.8, -0.4, 0.6], [0.4, 0.6, -2.8], [0.2, 6.8, 0.7], [3.9, 4.9, -3.2], [-3.2, -3.5, 4.9], [6.0, 2.9, -12.1], [-6.2, -2.0, 15.1], [0.9, -2.4, -3.7], [-1.0, -1.7, 1.5], [7.1, -3.2, -6.9], [-1.1, -0.4, 4.4], [-5.2, -2.3, 0.0], [-1.0, 1.4, -0.5], [-0.6, -1.1, 0.1], [-0.3, 0.0, 0.7], [-1.6, 2.2, -1.7], [-2.8, -13.9, -3.6], [2.2, -0.7, 2.9], [0.3, -0.6, -0.1], [5.2, 6.8, 0.7]],
  "mulliken_charge": [-1.2878, -0.3334, 0.5315, 0.2682, -0.4240, 0.7986, -1.7197, 0.1073, 0.3771, 0.3818, -0.4910, 1.0880, -0.6121, -0.6708, 0.4499, -1.2880, 0.3142, 0.5057, -0.6024, -0.2589, -0.3053, 0.0834, 0.3443, -0.6878, 0.2923, 0.4479, -0.2060, 0.3570, 0.4299, 0.1483, 0.8447, 0.2569, 0.3641, 0.4961]
}

# 3
{
  "formula": "CHCuLiO2",
  "method": "ωB97M-V with the def2-TZVPD basis set",
  "e_lumo_ev": [-11.1, -14.1],
  "total_charge": 2,
  "multiplicity": 2,
  "de_lowest_kj_mol": 248.6,
  "symbols": ["H", "O", "C", "O", "Li", "Cu"],
  "coordinates": [[-0.009, 0.308, -0.094], [1.132, -0.035, 1.021], [-0.025, 0.484, 1.095], [-0.017, 1.650, 1.625], [-1.690, 2.422, 1.845], [1.675, 1.165, 2.473]],
  "atomic_forces_ev_per_a": [[-3.3, -0.1, 0.9], [1.1, -1.0, 3.5], [3.5, 0.9, -6.3], [-1.4, -0.3, 1.9], [-0.7, 0.6, 0.1], [0.9, -0.2, -0.1]],
  "mulliken_spin": [-0.0028, 0.3757, 0.0086, 0.0743, 0.0034, 0.5408]
}

# 4
{
  "formula": "H10O5",
  "method": "ωB97M-V with the def2-TZVPD basis set",
  "smiles": "O.O.O.O.O",
  "e_lumo_ev": 0.0,
  "total_charge": 0,
  "de_lowest_kj_mol": 92.4,
  "symbols": ["O", "H", "H", "O", "H", "H", "O", "H", "H", "O", "H", "H", "O", "H", "H"],
  "coordinates": [[3.316, 0.021, 0.268], [2.406, 0.071, 0.631], [3.082, 0.040, -0.672], [0.533, -0.649, 0.649], [0.636, -0.900, -0.277], [-0.332, -1.067, 0.858], [-2.635, -0.375, 1.124], [-2.008, 0.364, 1.060], [-2.898, -0.474, 2.005], [0.054, -0.977, -1.991], [-0.627, -1.375, -2.577], [0.269, -0.073, -2.345], [-0.909, 1.734, 0.681], [-0.165, 1.178, 0.477], [-0.722, 2.483, 0.108]],
  "atomic_forces_ev_per_a": [[-1.2, 0.3, -0.4], [0.7, -0.2, 0.4], [0.6, -0.1, 0.1], [-0.7, -0.3, 0.3], [-0.1, -0.2, -0.2], [0.5, 0.4, 0.1], [0.8, -0.2, -2.2], [-0.4, 0.2, 0.1], [-0.5, 0.0, 2.0], [-0.1, 0.9, -1.2], [0.7, 0.6, 0.6], [-0.6, -1.4, 0.3], [-0.1, 0.9, -0.3], [0.8, -1.2, 0.3], [-0.5, 0.4, 0.1]],
  "mulliken_charge": [-0.6449, 0.3905, 0.2873, -0.7316, 0.3921, 0.2982, -0.6568, 0.4083, 0.3096, -0.6542, 0.3043, 0.3219, -0.6939, 0.3526, 0.3166]
}

What did the second record say?
{
  "formula": "C13H14ClN3O3",
  "method": "ωB97M-V with the def2-TZVPD basis set",
  "e_lumo_ev": -0.9,
  "total_charge": 0,
  "de_lowest_kj_mol": 1657.1,
  "symbols": ["C", "C", "H", "H", "O", "C", "C", "C", "C", "C", "C", "N", "O", "O", "H", "C", "N", "C", "N", "C", "C", "H", "H", "C", "H", "H", "Cl", "H", "H", "H", "H", "H", "H", "H"],
  "coordinates": [[-3.325, -0.467, -2.025], [-3.839, -0.996, -0.820], [-4.550, -1.691, -1.065], [-4.460, -0.219, -0.307], [-3.024, -1.813, -0.124], [-1.976, -1.160, 0.530], [-1.029, -2.134, 1.025], [0.293, -1.609, 1.148], [0.621, -0.256, 1.209], [-0.239, 0.609, 0.952], [-1.632, 0.484, 0.610], [-2.596, 1.474, 0.339], [-3.607, 1.036, 0.728], [-2.044, 2.503, 0.014], [-0.061, 1.695, 0.865], [1.995, 0.121, 1.818], [2.722, 0.751, 0.689], [3.058, 0.396, -0.497], [3.717, 1.514, -1.371], [3.504, 2.581, -0.442], [2.916, 2.245, 0.557], [2.627, 2.963, 1.651], [3.885, 3.585, -0.880], [2.901, -0.902, -0.849], [3.324, -0.866, -2.288], [2.023, -1.296, -0.951], [3.980, -2.238, -0.017], [2.063, 0.949, 2.551], [2.600, -0.761, 2.025], [1.069, -2.422, 1.621], [-1.201, -2.938, 0.747], [-4.202, -0.158, -2.897], [-2.787, -1.221, -2.583], [-2.726, 0.243, -1.962]],
  "atomic_forces_ev_per_a": [[-5.3, -4.2, -6.4], [-4.5, 0.9, 0.5], [-2.3, -1.6, -1.1], [0.9, -1.0, 0.1], [3.8, 1.5, 3.6], [0.5, 1.6, 0.1], [3.7, 17.3, 1.6], [0.2, -3.8, 3.4], [5.8, -6.4, 3.5], [-8.7, 8.8, -3.2], [3.4, -9.2, -0.2], [7.0, -2.3, 1.5], [-5.9, 2.5, 0.7], [-2.5, 2.4, -0.9], [0.8, -0.4, 0.6], [0.4, 0.6, -2.8], [0.2, 6.8, 0.7], [3.9, 4.9, -3.2], [-3.2, -3.5, 4.9], [6.0, 2.9, -12.1], [-6.2, -2.0, 15.1], [0.9, -2.4, -3.7], [-1.0, -1.7, 1.5], [7.1, -3.2, -6.9], [-1.1, -0.4, 4.4], [-5.2, -2.3, 0.0], [-1.0, 1.4, -0.5], [-0.6, -1.1, 0.1], [-0.3, 0.0, 0.7], [-1.6, 2.2, -1.7], [-2.8, -13.9, -3.6], [2.2, -0.7, 2.9], [0.3, -0.6, -0.1], [5.2, 6.8, 0.7]],
  "mulliken_charge": [-1.2878, -0.3334, 0.5315, 0.2682, -0.4240, 0.7986, -1.7197, 0.1073, 0.3771, 0.3818, -0.4910, 1.0880, -0.6121, -0.6708, 0.4499, -1.2880, 0.3142, 0.5057, -0.6024, -0.2589, -0.3053, 0.0834, 0.3443, -0.6878, 0.2923, 0.4479, -0.2060, 0.3570, 0.4299, 0.1483, 0.8447, 0.2569, 0.3641, 0.4961]
}